Density functional theory data (ωB97M-V/def2-TZVPD) for the ion C13H19N2 with charge +1 at a distorted geometry.

Output
Charge ... +1
HOMO level ... -13.00 eV
Structure (SMILES) ... CCC[N+]1=C(c2ccccc2)N(C)CC1
Energy above the lowest of the compared OMol25 structures with the same formula, charge and spin ... 198.3 kJ/mol

Bonds (Å) are listed after each position.
Atoms and positions in Å:
1 C -2.683 -1.885 0.797  C4 1.388, C23 1.439, H27 1.017
2 C 1.057 2.784 0.219  H11 1.043, N20 1.462, H24 1.099, C32 1.513
3 H -4.600 -2.303 -0.138  C23 1.021
4 C -1.574 -1.050 0.767  C1 1.388, H5 1.078, C13 1.449
5 H -0.835 -1.264 1.523  C4 1.078
6 H 3.015 -2.056 -0.729  C28 0.998
7 H -2.359 2.635 -0.232  C34 1.073
8 C -2.736 0.374 -0.840  H10 1.074, C13 1.440, C31 1.385
9 H -4.529 -0.333 -1.580  C31 1.016
10 H -2.691 1.208 -1.516  C8 1.074
11 H 1.136 3.204 1.170  C2 1.043
12 H 1.533 -3.731 -0.302  C19 1.137
13 C -1.506 0.063 -0.158  C4 1.449, C8 1.440, C14 1.473
14 C -0.350 0.972 -0.074  C13 1.473, N20 1.298, N25 1.433
15 H -1.679 3.671 0.977  C34 1.121
16 C 1.428 -0.630 -1.005  H18 1.039, N25 1.494, C28 1.513, H33 1.008
17 H 2.824 1.491 -0.459  C32 1.133
18 H 2.023 -0.276 -1.779  C16 1.039
19 C 1.617 -2.795 0.338  H12 1.137, H22 1.133, H26 1.074, C28 1.450
20 N -0.300 2.262 0.059  C2 1.462, C14 1.298, C34 1.394
21 H -1.325 3.838 -0.784  C34 1.135
22 H 2.274 -3.204 1.167  C19 1.133
23 C -3.856 -1.619 0.005  C1 1.439, H3 1.021, C31 1.430
24 H 1.262 3.568 -0.523  C2 1.099
25 N 0.985 0.455 -0.079  C14 1.433, C16 1.494, C32 1.537
26 H 0.679 -2.527 0.788  C19 1.074
27 H -2.562 -2.680 1.419  C1 1.017
28 C 2.262 -1.629 -0.232  H6 0.998, C16 1.513, C19 1.450, H30 1.115
29 H 2.200 1.267 1.320  C32 1.110
30 H 2.708 -1.175 0.684  C28 1.115
31 C -3.821 -0.486 -0.867  C8 1.385, H9 1.016, C23 1.430
32 C 1.970 1.580 0.280  C2 1.513, H17 1.133, N25 1.537, H29 1.110
33 H 0.643 -1.118 -1.406  C16 1.008
34 C -1.428 3.082 0.057  H7 1.073, H15 1.121, N20 1.394, H21 1.135